1.
# C4H13N4O

A cluster of 2 separate species, C4H13N4O in total at a distorted geometry (wB97M-V/def2-TZVPD, the Open Molecules 2025 dataset).

## Properties
**Energy relative to the best compared isomer or geometry (same formula, charge and spin)**: 32.3 kcal/mol
**Net charge**: +2
**Spin multiplicity**: 2
**HOMO energy (alpha / beta)**: -17.77 / -17.74 eV
**E**: -12348.003 eV
**LUMO energy (alpha / beta)**: -7.82 / -13.23 eV

Each line ends with the Löwdin spin population.
Cartesian coordinates (Å):
C 2.22927 0.31064 0.77470  0.000
H -3.43919 -1.55851 -0.20215  0.002
H 2.91138 2.40211 0.83864  0.000
H -0.86587 -0.53527 1.06876  0.004
H -3.42699 -0.44409 -1.76209  -0.001
N -2.68470 0.20840 -1.66386  -0.037
H 3.51317 -1.07729 -0.23526  0.000
H -2.07817 -2.52697 0.42459  0.040
C -2.62447 -1.52702 0.52009  0.095
N 2.61860 -0.83180 0.16484  0.002
H -0.01238 1.01256 -0.12663  0.002
N -0.59038 0.98749 -1.01682  0.274
N -1.66477 -0.49056 0.38491  0.548
H 1.82043 -1.41009 0.00132  0.000
H 3.45779 1.42960 2.14113  0.000
H -2.49619 0.73124 -2.50141  -0.001
H -3.21087 -1.33376 1.41730  0.040
H 4.13527 1.29992 0.38579  0.000
C 3.24847 1.33442 1.02645  0.000
H -0.14995 1.37350 -1.85534  0.006
C -1.68539 0.26141 -0.78074  0.019
O 0.99494 0.38408 0.99576  0.007

---

2.
# C4H13NO

A cluster of 2 separate species, C4H13NO in total at a distorted geometry (wB97M-V/def2-TZVPD, the Open Molecules 2025 dataset).

## Properties
**Energy relative to the best compared isomer or geometry (same formula, charge and spin)**: 12.1 kcal/mol
**Net charge**: 0
**Spin multiplicity**: 1
**HOMO energy**: -9.26 eV
**E**: -7896.137 eV
**SMILES**: CCCCN.O
**LUMO energy**: 0.75 eV

Each line ends with the Mulliken charge.
Cartesian coordinates (Å):
C -0.65296 0.14130 -1.51621  -0.386
H 0.35558 0.24008 1.90250  0.230
H -1.98225 -0.24881 -3.04070  0.218
H 1.08205 0.19032 -0.38554  0.143
H 0.92949 -1.32159 -1.33519  0.345
O 2.31995 2.98562 2.09273  -0.633
C -0.48143 -0.40673 1.68110  -1.086
N -1.29111 -0.75334 -2.49450  -0.648
H -1.28505 0.28529 1.42140  0.306
H -0.63396 -0.94869 2.59349  0.350
H -1.41010 0.52064 -0.82183  0.222
C -0.16111 -1.33870 0.50178  -0.272
H 2.74373 3.58315 1.46132  0.316
H -1.07056 -1.90112 0.30468  0.231
H -0.21246 0.93547 -2.11161  0.371
H 2.53065 2.14723 1.65025  0.317
H -1.81711 -1.48235 -2.02724  0.211
C 0.40632 -0.60893 -0.70938  -0.520
H 0.63031 -2.01882 0.83295  0.285

---

3.
# C4H13NO

A cluster of 2 separate species, C4H13NO in total at a distorted geometry (wB97M-V/def2-TZVPD, the Open Molecules 2025 dataset).

## Properties
**Energy relative to the best compared isomer or geometry (same formula, charge and spin)**: 18.4 kcal/mol
**Net charge**: 0
**Spin multiplicity**: 1
**HOMO energy**: -7.83 eV
**E**: -7895.863 eV
**SMILES**: CCNCC.O
**LUMO energy**: 0.71 eV

Each line ends with the Mulliken charge.
Cartesian coordinates (Å):
H 0.24067 0.18820 -2.51241  0.207
C 0.52555 -1.28784 0.18836  -0.383
N 0.21336 -0.01523 -0.44568  -0.229
H 0.49425 -2.05170 -0.58321  0.398
H -1.64732 1.59704 -2.79805  0.381
H -2.19645 1.40437 -1.13720  0.314
H -1.08947 -0.76707 -1.92335  0.311
C 1.93555 -1.22378 0.75821  -1.193
O -0.67368 0.63011 3.02195  -0.596
H 2.12506 -0.21371 1.12718  0.295
C -0.49619 0.13341 -1.70088  -0.285
H 2.70897 -1.33120 0.00143  0.340
C -1.31355 1.38994 -1.77647  -1.290
H 0.06308 0.76890 0.17087  0.216
H -0.48059 1.07778 3.83393  0.292
H -0.21582 -1.52225 0.95284  0.243
H 2.04891 -1.91572 1.59226  0.343
H -1.56365 0.87659 2.81341  0.305
H -0.67867 2.26217 -1.58318  0.332

---

4.
# C4H13NO

A cluster of 2 separate species, C4H13NO in total at a distorted geometry (wB97M-V/def2-TZVPD, the Open Molecules 2025 dataset).

## Properties
**Energy relative to the best compared isomer or geometry (same formula, charge and spin)**: 18.2 kcal/mol
**Net charge**: 0
**Spin multiplicity**: 1
**HOMO energy**: -9.47 eV
**E**: -7895.872 eV
**SMILES**: CCCO.CN
**LUMO energy**: 0.91 eV

Each line ends with the Mulliken charge.
Cartesian coordinates (Å):
H 1.05217 1.33550 1.73287  0.255
H -1.29876 0.49077 0.47758  0.231
H 3.19336 0.08524 2.19763  0.315
H 1.67827 -0.67740 2.68809  0.327
H -2.75261 -0.10422 -0.39805  0.332
H -1.73462 2.17159 -1.37568  0.305
O 0.32892 -1.20649 -0.86705  -0.537
C -1.08196 -1.28555 -0.77715  -0.495
H -0.28291 1.24385 -1.78381  0.264
H 0.63442 -0.62664 -0.10154  0.370
H 2.44307 -1.23005 1.28044  0.271
N 1.33894 0.59248 1.11019  -0.581
H -1.37679 -1.94565 0.00325  0.271
C 2.21954 -0.32379 1.85460  -0.825
H 1.88938 1.07552 0.42021  0.209
C -1.68877 0.12749 -0.51764  -0.300
H -1.50156 -1.71924 -1.73730  0.340
C -1.36089 1.14598 -1.60162  -1.094
H -1.69922 0.85061 -2.60503  0.343

---

5.
# C4H13NO

A cluster of 2 separate species, C4H13NO in total at a distorted geometry (wB97M-V/def2-TZVPD, the Open Molecules 2025 dataset).

## Properties
**Energy relative to the best compared isomer or geometry (same formula, charge and spin)**: 14.6 kcal/mol
**Net charge**: 0
**Spin multiplicity**: 1
**HOMO energy**: -9.30 eV
**E**: -7896.030 eV
**SMILES**: CC[C@H](C)N.O
**LUMO energy**: 1.06 eV

Each line ends with the Mulliken charge.
Cartesian coordinates (Å):
O 3.13561 -0.59677 -0.11912  -0.629
C -2.02341 -1.33638 0.03003  -1.331
H 3.65986 -1.17607 -0.67990  0.289
N 0.52338 0.03435 1.29967  -0.604
H 1.10161 2.25858 0.00550  0.371
H -2.16509 -2.20400 -0.61514  0.343
H -1.34778 -0.01863 -1.50094  0.386
H -0.02219 -0.39692 2.03473  0.227
H -1.70888 -1.70368 1.01203  0.320
H -1.06551 1.35686 0.91999  0.400
H -3.00852 -0.89064 0.19475  0.341
H 1.18590 0.63556 1.76827  0.192
H -0.37594 2.30742 -1.03588  0.426
C -0.94615 -0.39529 -0.56544  -0.446
H 2.30158 -0.42186 -0.52812  0.315
H 0.89521 1.27344 -1.42794  0.370
C -0.40057 0.69816 0.36038  0.362
C 0.37300 1.67215 -0.55076  -1.565
H -0.11214 -1.09630 -0.60210  0.234

---

6.
# C4H13NO

A cluster of 2 separate species, C4H13NO in total at a distorted geometry (wB97M-V/def2-TZVPD, the Open Molecules 2025 dataset).

## Properties
**Energy relative to the best compared isomer or geometry (same formula, charge and spin)**: 21.9 kcal/mol
**Net charge**: 0
**Spin multiplicity**: 1
**HOMO energy**: -9.72 eV
**E**: -7895.711 eV
**SMILES**: CCC.NCO
**LUMO energy**: 1.02 eV

Each line ends with the Mulliken charge.
Cartesian coordinates (Å):
H 0.22357 -3.17088 -2.55797  0.231
H -0.80740 3.19100 0.63766  0.318
C -0.55892 4.88970 1.81619  -0.235
C 0.05045 -4.82864 -1.26876  -0.140
C 0.47707 5.65555 2.67224  -1.055
H 1.15361 4.93103 3.09587  0.302
O 0.40590 -5.79978 -2.31360  -0.541
H -1.28903 -3.55816 -2.20604  0.224
H -1.28353 4.42623 2.49909  0.231
H -1.20284 5.58314 1.25210  0.317
H 0.60546 3.00680 1.69425  0.310
H 0.93135 -4.62749 -0.65657  0.240
H 1.05032 6.34074 2.02430  0.271
H -0.74212 -5.26128 -0.66806  0.278
H -0.24738 -5.60678 -2.97684  0.277
H -0.00189 6.25427 3.43487  0.323
C 0.04780 3.70096 1.07641  -1.106
H 0.54140 3.91711 0.12947  0.323
N -0.34762 -3.58372 -1.83570  -0.569